[1]
Density functional theory data (the ωB97M-V functional and the def2-TZVPD basis) for a molecular structure, C15H18F3N7NiO2S2.

Geometry as XYZ:
```
48
Properties=species:S:1:pos:R:3:forces:R:3:mulliken_spin:R:1
Ni 10.73301 11.76728 8.09249 -0.10 -0.41 1.38 1.68
S 7.23331 5.47306 7.56696 -0.79 1.38 0.84 0.00
S 11.02209 14.13307 4.43889 -0.09 -0.10 -0.33 0.01
F 11.58412 10.74565 10.79615 -0.19 0.55 1.13 0.00
F 9.45221 11.25322 10.70952 -0.46 0.05 1.47 0.01
F 10.90826 12.94398 10.81023 -0.16 -1.60 0.89 0.01
O 12.85924 14.14987 8.89494 0.65 -1.94 -0.38 0.00
O 9.47835 13.22545 8.37687 -0.43 1.33 -0.63 0.02
N 14.77736 12.93193 8.83983 -0.19 0.99 0.53 0.00
N 9.41055 10.19208 8.14162 -0.54 0.09 0.51 0.04
N 5.41240 7.16224 8.66016 0.29 -0.24 0.04 0.00
N 10.71117 11.85699 6.04852 0.11 1.07 -1.80 0.02
N 12.76450 11.97123 8.01908 1.21 0.96 0.65 0.03
N 10.48350 15.26493 8.00472 -2.07 -1.93 0.11 0.00
N 12.94070 9.98038 6.86795 1.00 -1.58 1.13 0.01
C 8.03993 14.92366 7.65251 0.95 -1.11 -0.21 0.00
C 6.67823 6.92928 8.22424 -0.37 -0.42 -0.23 0.00
C 8.96987 7.88448 8.53208 -0.03 0.23 -1.35 0.00
C 8.12549 10.48387 8.34730 -0.29 -1.69 -0.59 -0.02
C 15.51118 14.03599 9.45826 -0.81 1.39 0.04 0.00
C 14.73004 10.64281 8.28298 1.58 -0.60 1.13 0.00
C 7.16377 9.42111 8.42493 -0.70 3.00 0.10 0.01
C 9.40443 14.42250 8.01735 1.33 0.20 0.64 0.00
C 10.82043 12.77047 5.28552 -0.01 -1.03 1.78 0.02
C 9.86504 8.92161 8.30999 -1.04 0.72 -0.26 -0.01
C 13.43916 10.84472 7.76913 -0.22 1.32 -0.92 -0.01
C 7.57318 8.12800 8.31953 1.66 -1.32 1.40 0.00
C 13.39426 13.06045 8.63223 -0.55 0.62 -0.57 -0.01
C 15.39675 11.76208 8.73394 -1.28 -2.39 0.20 0.00
C 10.66198 11.65344 10.30819 1.25 0.89 -4.19 0.18
H 7.82832 11.54186 8.32298 0.25 -0.61 0.14 0.00
H 9.32311 6.86988 8.69473 -0.13 0.19 -0.22 0.00
H 8.16890 15.91198 7.27110 -0.67 0.69 -0.38 0.00
H 6.10703 9.78705 8.58290 1.15 -0.76 -0.59 0.00
H 4.79733 6.33732 8.76160 0.40 1.17 -0.20 0.00
H 16.36419 11.76655 9.17645 0.75 -0.39 -0.07 0.00
H 11.38542 14.88878 8.24822 0.46 -0.23 0.22 0.00
H 7.43692 14.85056 8.55287 -0.22 0.23 -0.07 0.00
H 16.53621 14.06321 9.12913 0.32 -0.29 -0.27 0.00
H 15.02544 14.96499 9.11426 0.29 -0.41 0.26 0.00
H 10.94526 8.83452 8.14549 -0.49 -0.38 0.52 0.00
H 12.20454 10.24891 6.27085 -1.23 0.52 -0.68 0.00
H 7.69925 14.17411 6.90616 -0.13 0.85 0.30 0.00
H 10.40420 16.21069 7.73008 -0.22 0.64 -0.35 0.00
H 13.39452 9.06899 6.72639 -0.33 1.02 0.06 0.00
H 15.50362 14.05674 10.56460 -0.29 -0.41 -0.53 0.00
H 15.06904 9.58375 8.40883 0.24 1.36 -0.43 0.00
H 5.14692 8.12298 8.96248 0.15 -1.64 -0.21 0.00
```
Forces are in eV/Å.

## Properties
- multiplicity = 3
- <S²> = 2.006
- HOMO-LUMO gap (alpha / beta) (eV) = 6.325 / 6.913
- strongest force on any atom (Eh/bohr) = 0.087

=====

[2]
Density functional theory data (the ωB97M-V functional and the def2-TZVPD basis) for a molecular structure, C19H23Cl2N3O3.

Geometry as XYZ:
```
50
Properties=species:S:1:pos:R:3:forces:R:3:nbo_charge:R:1
Cl -0.85166 5.66340 -0.20094 -4.45 12.46 -1.61 0.23
Cl 3.42895 2.76968 0.55791 1.81 0.64 0.46 0.03
O 5.16539 -0.61225 -1.11175 -1.63 2.87 -1.90 -0.49
O -4.63314 -0.17653 -0.90022 7.90 9.54 1.52 -0.48
O -3.26362 -1.63503 0.15256 -0.34 3.99 -0.48 -0.68
N -0.85247 -0.62006 0.82870 1.48 -1.14 1.13 -0.55
N 2.48163 -1.17254 -0.08130 2.15 2.03 -3.31 -0.50
N -2.25522 3.11461 -0.37180 -7.19 2.57 -2.06 -0.50
C -0.42186 1.76037 0.32754 5.32 1.92 -1.91 -0.11
C -3.04283 2.09892 -0.59978 13.06 -1.49 4.10 0.16
C 1.77908 3.02519 0.38853 3.47 -13.98 0.19 -0.13
C -1.05071 3.24041 -0.01557 1.03 -9.17 1.13 0.20
C 2.85891 -0.82544 -1.90266 5.59 -6.88 5.87 -0.14
C 0.31267 -0.83563 1.62718 -5.95 -7.00 3.94 -0.19
C -3.50548 -0.43761 -0.24437 3.16 -0.39 -0.69 0.76
C 3.67056 -1.69884 0.54682 2.49 3.92 -3.20 -0.26
C 1.15590 4.00129 0.14073 -7.22 17.91 -1.51 -0.17
C 1.45721 -2.07531 -0.08074 -1.20 -4.92 -2.40 -0.26
C 0.80292 -2.26762 1.16977 -0.53 2.89 7.11 -0.41
C -2.54707 0.80135 -0.32101 1.15 -5.42 2.60 -0.31
C 1.04133 1.74359 0.18372 -4.01 0.91 2.94 -0.19
C -5.48243 -1.04123 -0.86749 -11.26 -6.18 -0.05 -0.03
C -6.27737 -1.29632 0.55026 -4.89 2.63 -8.64 -0.60
C -1.16162 0.46354 0.32544 -5.18 9.50 -4.34 0.35
C -0.32352 4.31993 -0.06634 9.18 -11.06 2.14 -0.24
C 4.89809 -0.46758 0.21971 -0.69 -7.61 1.40 -0.06
C 4.08707 0.03294 -1.80154 -1.32 -2.13 -1.57 -0.15
H -5.74257 -1.61192 1.23848 5.54 -2.41 6.51 0.18
H 0.66164 -1.84255 -0.82023 0.62 -0.23 -0.01 0.20
H 3.64828 0.91648 -1.39153 1.05 1.26 0.31 0.20
H 3.57326 -1.80655 1.57171 -0.24 -0.50 2.00 0.19
H 1.48950 0.77989 0.32088 0.86 -0.07 -0.44 0.24
H 4.58488 0.35992 0.73356 -0.40 2.70 0.34 0.19
H 1.80185 -3.17931 -0.16234 0.00 1.07 -1.50 0.16
H 5.75314 -1.00204 0.59145 0.56 0.53 1.33 0.18
H 1.03965 -0.24309 1.95805 2.44 3.38 -0.14 0.23
H 4.26772 -0.00357 -2.86062 1.20 1.31 -0.60 0.20
H 2.01543 -0.39862 -2.12398 -4.68 2.21 -1.83 0.18
H 1.60517 5.15376 0.23709 -0.29 -3.18 -0.34 0.21
H -1.68195 -1.20471 0.88082 0.12 -1.33 0.12 0.46
H -0.03716 -2.94360 1.39644 0.43 -0.07 -1.21 0.24
H -3.92601 2.09393 -0.79696 -10.39 1.19 -2.75 0.17
H -6.98198 -2.18014 0.36454 0.34 1.72 0.07 0.21
H 3.18401 -1.93168 -2.32642 -1.46 2.81 0.89 0.20
H -6.28858 -0.69656 -1.63603 0.89 -0.97 1.28 0.16
H 1.48002 -2.42450 2.09480 -0.26 -0.61 -1.78 0.20
H -6.73748 -0.28591 0.74700 -0.01 -1.41 0.16 0.20
H -0.29403 -1.04386 2.79049 1.92 0.42 -2.84 0.16
H -4.99170 -1.85327 -1.25409 -0.02 -3.50 -0.70 0.17
H 4.10624 -2.52533 -0.00651 -0.16 -0.70 0.28 0.17
```
Forces are in eV/Å.

## Properties
- energy above the lowest of the compared OMol25 structures with the same formula, charge and spin (kJ/mol) = 1641.1
- HOMO-LUMO gap (eV) = 6.922
- strongest force on any atom (Eh/bohr) = 0.377

=====

[3]
Density functional theory data (the ωB97M-V functional and the def2-TZVPD basis) for C2H4O2S in the gas phase.

Geometry as XYZ:
```
9
Properties=species:S:1:pos:R:3:forces:R:3:nbo_charge:R:1
S -0.69214 1.35273 -1.78439 0.57 -0.20 0.67 -0.05
O 0.47461 -2.04903 0.67742 0.21 1.79 0.04 -0.58
O 0.54769 0.24406 0.41045 -0.29 -0.70 0.19 -0.52
C 0.95254 -0.95367 0.91689 -1.08 -1.66 -0.70 0.64
C -0.72299 0.24132 -0.30728 0.27 0.15 0.28 -0.21
H 0.15457 2.34051 -1.33241 -0.65 -0.77 0.08 0.15
H -1.51728 0.51199 0.39209 0.34 0.49 0.03 0.20
H 1.78204 -0.90978 1.61542 0.33 0.84 -0.02 0.14
H -0.97904 -0.77812 -0.58819 0.30 0.06 -0.57 0.23
```
Forces are in eV/Å.

## Properties
- energy above the lowest of the compared OMol25 structures with the same formula, charge and spin (kJ/mol) = 83.8
- HOMO-LUMO gap (eV) = 10.471
- strongest force on any atom (Eh/bohr) = 0.041

=====

[4]
Density functional theory data (the ωB97M-V functional and the def2-TZVPD basis) for 4 unconnected molecules or ions with the total composition C30H47ClN5O14P.

Geometry as XYZ:
```
98
Properties=species:S:1:pos:R:3:forces:R:3:mulliken_charge:R:1
Cl -9.19954 -1.10469 -0.57897 -0.01 0.06 0.09 -0.22
P -6.31514 2.25842 -0.07401 0.13 1.18 -1.18 1.06
O 3.11968 2.62027 -4.32714 0.00 -0.01 -0.03 -0.56
O -3.69943 -4.13263 -3.08028 0.12 -0.09 0.32 -0.45
O -3.05885 3.53783 2.60817 0.05 0.07 -0.17 -0.59
O 4.55126 1.98016 -2.69594 0.01 0.04 -0.03 -0.40
O 5.91456 -3.57558 0.59766 -0.07 0.01 0.04 -0.56
O -5.99391 2.81222 1.39471 0.13 -0.60 0.20 -0.53
O 7.04383 -4.50771 -1.12521 -0.03 -0.05 0.01 -0.35
O 5.29365 3.23127 -4.28902 0.00 -0.01 -0.02 -0.35
O 2.29964 1.46934 5.00734 0.00 -0.01 -0.01 -0.26
O 1.94316 0.25730 0.38627 0.04 0.07 0.23 -0.21
O -7.69896 1.51740 0.17392 -0.09 -0.12 0.24 -0.50
O 1.36634 2.78004 6.59329 0.02 0.00 0.00 -0.58
O 6.73065 -5.68098 0.65809 -0.01 0.01 0.00 -0.35
O 0.53931 2.60438 4.49415 -0.02 -0.07 -0.04 -0.22
N -4.51462 -2.18635 -2.12494 0.56 -0.06 0.05 -0.27
N -1.85608 -1.41897 -1.63047 -0.49 -0.11 -0.09 -0.29
N -6.42108 3.41826 -1.10428 0.13 -0.52 0.38 -0.83
N -1.14128 -3.42037 -2.57494 -0.21 0.62 -0.32 -0.55
N -5.73545 -5.31749 -2.41495 0.12 -0.20 0.07 -0.45
C -7.15711 -2.82713 -0.34558 -0.02 0.44 -0.04 -1.42
C -1.17487 0.93715 -0.35584 0.15 -0.43 -0.10 -0.91
C -4.22446 -0.99846 -1.50669 -0.41 0.22 0.09 0.21
C 0.01100 4.97393 4.79785 0.28 -0.03 0.05 -1.23
C -2.62459 0.60501 -0.61403 0.33 0.07 0.06 0.47
C 4.21150 2.60655 -3.81872 0.04 0.01 0.08 0.72
C -4.75872 -4.78269 -2.70051 -0.37 0.26 -0.30 0.52
C 1.39543 2.33587 5.47558 -0.04 -0.01 -0.05 0.69
C -3.65997 1.44300 -0.28396 -0.10 0.37 -0.13 -0.06
C 5.09158 3.90201 -5.53487 0.06 0.11 -0.10 -0.64
C 0.82114 0.60332 1.18271 -0.08 0.02 0.01 -0.94
C 3.25293 -0.08470 -2.77717 0.07 0.01 -0.23 -0.85
C 7.89785 -2.23206 -1.40737 0.07 -0.07 0.21 -1.14
C 3.33071 1.13531 5.93946 0.12 -0.10 0.03 -0.69
C -0.50151 3.55040 4.80965 -0.27 0.30 0.02 0.24
C -0.47361 -0.00371 0.63436 0.41 0.00 0.16 -0.13
C -2.90592 -0.62808 -1.24623 0.40 -0.08 -0.04 -0.36
C -3.31017 2.78727 0.33974 -0.54 -0.65 -0.07 -1.68
C -7.42493 -1.33262 -0.35955 0.28 -0.13 -0.33 0.56
C 2.50733 -1.00243 0.69479 0.16 -0.20 -0.34 -0.98
C -5.29389 -0.14384 -1.14587 -0.77 -0.21 -0.14 0.23
C 6.91317 -3.28453 -1.86837 0.00 0.28 -0.23 -0.10
C 3.49811 1.22803 -2.06499 -0.17 -0.24 0.15 0.03
C -3.11442 2.62333 1.82965 0.00 0.43 0.44 0.08
C -5.02846 1.05926 -0.53268 0.52 -0.11 0.68 0.64
C -2.15343 -2.54270 -2.21034 0.93 -0.22 -0.03 0.06
C 6.26384 -5.79103 2.00501 -0.03 -0.11 0.12 -0.62
C -6.68944 -0.60569 -1.50578 -0.27 -0.12 0.06 -2.01
C 6.50501 -4.49541 0.09206 0.08 -0.01 -0.06 0.78
C -3.50755 -2.90254 -2.42560 -0.50 -0.07 -0.23 0.54
H 2.88207 0.08069 -3.78845 -0.05 0.04 0.03 0.39
H -0.81472 5.66998 4.94223 -0.03 -0.02 -0.03 0.37
H -6.18068 2.15915 2.08558 -0.09 0.21 0.03 0.35
H 0.77465 1.69287 1.18358 -0.01 0.07 -0.03 0.38
H -1.25270 3.42132 4.03677 0.07 -0.13 -0.04 -0.10
H -7.74222 -3.30301 0.43546 0.06 -0.13 0.07 0.46
H 3.97222 1.99688 6.11739 -0.04 0.02 0.06 0.30
H 0.49548 5.19495 3.84571 -0.10 0.02 -0.04 0.28
H -7.14135 -0.87721 0.58482 -0.30 0.06 0.12 0.36
H -4.08817 3.51888 0.15568 -0.02 0.22 0.13 0.66
H -7.43244 -3.23926 -1.31224 0.01 -0.20 -0.02 0.36
H 6.00021 4.46428 -5.72884 0.04 -0.05 0.08 0.23
H 5.88558 -2.92576 -1.80839 -0.01 -0.03 0.13 0.25
H -3.02622 1.59067 2.22295 0.01 -0.15 -0.23 0.52
H -1.32748 -3.88287 -3.45594 0.05 -0.25 0.16 0.31
H 4.18002 -0.65643 -2.85176 -0.01 -0.03 0.10 0.23
H 7.11085 -3.56039 -2.90236 0.02 -0.14 0.04 0.30
H -1.03936 1.94539 0.01066 -0.14 0.14 0.02 0.37
H -5.76596 3.26814 -1.86334 -0.12 0.24 -0.11 0.28
H 6.39554 -6.83087 2.28857 0.05 -0.01 -0.08 0.22
H -0.17814 -0.91947 0.12995 -0.18 -0.17 -0.05 0.09
H 3.83609 1.04848 -1.04935 0.13 0.12 -0.01 0.23
H 8.91537 -2.62300 -1.44248 0.00 0.01 -0.09 0.32
H -7.29733 0.22587 -1.84286 0.08 0.18 0.05 0.66
H 2.59149 1.82753 -2.00871 0.03 0.06 -0.10 0.27
H -0.95894 3.29787 5.76591 0.16 -0.06 0.06 0.33
H -8.37409 1.93509 -0.38244 -0.01 -0.15 0.03 0.35
H 2.90867 0.78676 6.87930 -0.03 0.07 0.02 0.31
H 2.07957 -1.45652 1.58848 -0.05 0.10 0.12 0.49
H 4.93361 3.17769 -6.33252 -0.08 0.01 0.01 0.29
H -6.09463 -2.99756 -0.18677 0.06 -0.15 0.08 0.25
H 0.98901 0.30599 2.22074 0.05 -0.09 0.03 0.27
H -1.11977 -0.30811 1.45997 -0.20 0.21 0.01 0.58
H 3.91009 0.33926 5.48081 -0.05 0.02 -0.09 0.21
H 4.24501 4.58241 -5.47864 -0.05 -0.05 0.00 0.29
H 7.83657 -1.35272 -2.04854 -0.01 -0.01 -0.03 0.37
H 2.36588 -1.70193 -0.13364 -0.11 -0.04 -0.02 0.25
H -2.40364 3.18990 -0.09625 0.10 0.09 -0.01 0.57
H -0.63905 0.88534 -1.30613 0.06 0.01 -0.03 0.35
H -0.26568 -2.91166 -2.61059 0.08 -0.19 0.09 0.26
H -6.63221 -1.29641 -2.34182 0.02 -0.02 -0.09 0.56
H 5.21235 -5.52235 2.07631 0.01 0.07 -0.02 0.29
H 6.85558 -5.15585 2.66219 -0.05 0.06 -0.01 0.29
H 2.51651 -0.67193 -2.22955 0.00 0.03 0.05 0.10
H 0.74209 5.13628 5.58917 -0.05 -0.01 0.05 0.38
H 7.69245 -1.92518 -0.38289 -0.07 0.02 -0.02 0.30
H 3.58359 -0.89815 0.83207 0.05 0.08 0.09 0.28
```
Forces are in eV/Å.

## Properties
- HOMO-LUMO gap (eV) = 8.329
- strongest force on any atom (Eh/bohr) = 0.033

=====

[5]
Density functional theory data (the ωB97M-V functional and the def2-TZVPD basis) for C4H5N in the gas phase.

Geometry as XYZ:
```
10
Properties=species:S:1:pos:R:3:forces:R:3:nbo_charge:R:1
N -3.35967 -0.39739 0.12235 7.04 3.89 -1.21 -0.32
C -2.27150 0.16386 -0.03996 -5.71 -3.22 1.08 0.26
C 0.04485 -0.33078 -0.13547 1.58 -2.65 -0.92 -0.09
C 1.52513 -0.17596 0.11344 1.84 1.76 0.52 -0.68
C -0.86089 0.61826 -0.04887 -1.97 0.73 -0.73 -0.35
H -0.23241 -1.37898 -0.48664 -0.10 1.38 1.16 0.22
H -0.62248 1.69802 -0.14119 -0.29 -0.83 0.76 0.25
H 2.23581 -0.97536 -0.39763 -1.77 1.55 1.36 0.24
H 1.66736 -0.10591 1.32204 -0.02 -0.45 -3.03 0.25
H 1.87380 0.88425 -0.30806 -0.60 -2.16 1.01 0.22
```
Forces are in eV/Å.

## Properties
- energy above the lowest of the compared OMol25 structures with the same formula, charge and spin (kJ/mol) = 190.3
- HOMO-LUMO gap (eV) = 10.343
- strongest force on any atom (Eh/bohr) = 0.158